Entry P
Computed, not measured: a cluster of 11 separate species, C40H111N9O11 in total, with the ωB97M-V functional and the def2-TZVPD basis.

CARTESIAN COORDINATES (ANGSTROEM)
C (-0.45, -3.88, 1.04)
O (0.92, -3.48, 1.09)
C (1.82, -4.38, 1.57)
C (3.23, -3.72, 1.78)
C (3.83, -3.14, 0.49)
N (4.17, -4.74, 2.22)
H (-0.91, -4.12, 2.00)
H (-0.54, -4.71, 0.34)
H (-1.06, -3.14, 0.53)
H (1.54, -4.75, 2.55)
H (1.88, -5.26, 0.93)
H (3.21, -2.97, 2.57)
H (4.89, -2.91, 0.55)
H (3.34, -2.18, 0.31)
H (3.70, -3.91, -0.27)
H (3.71, -5.32, 2.90)
H (4.36, -5.39, 1.46)
C (4.03, 0.47, -0.69)
O (5.07, 0.76, -1.64)
C (4.63, 1.71, -2.66)
C (5.66, 1.84, -3.82)
C (5.10, 2.51, -5.01)
N (6.06, 0.50, -4.22)
H (4.44, -0.42, -0.22)
H (3.12, 0.11, -1.17)
H (3.90, 1.30, 0.00)
H (3.65, 1.38, -3.01)
H (4.56, 2.68, -2.18)
H (6.51, 2.43, -3.48)
H (4.78, 3.55, -4.87)
H (4.28, 2.01, -5.53)
H (5.96, 2.56, -5.67)
H (6.04, 0.07, -3.31)
H (5.32, 0.01, -4.71)
C (1.41, 3.54, -1.92)
O (0.96, 3.63, -3.26)
C (1.97, 4.08, -4.19)
C (1.30, 4.12, -5.59)
C (0.76, 2.74, -5.98)
N (2.33, 4.39, -6.59)
H (1.60, 4.50, -1.44)
H (2.21, 2.81, -1.84)
H (0.55, 3.16, -1.37)
H (2.42, 5.02, -3.89)
H (2.79, 3.36, -4.14)
H (0.44, 4.80, -5.58)
H (1.52, 1.97, -5.91)
H (0.43, 2.85, -7.01)
H (-0.07, 2.38, -5.39)
H (2.91, 5.08, -6.14)
H (1.94, 4.82, -7.41)
C (0.65, -0.81, -4.71)
O (-0.15, -1.77, -3.92)
C (0.49, -2.93, -3.52)
C (-0.46, -3.98, -3.04)
C (0.29, -5.31, -2.84)
N (-1.47, -4.21, -4.09)
H (0.92, -1.24, -5.67)
H (1.59, -0.54, -4.22)
H (-0.05, 0.01, -4.84)
H (1.23, -3.27, -4.25)
H (1.06, -2.56, -2.67)
H (-0.91, -3.71, -2.09)
H (1.25, -5.20, -2.34)
H (0.60, -5.76, -3.78)
H (-0.24, -6.08, -2.27)
H (-0.95, -4.30, -4.95)
H (-1.94, -3.32, -4.21)
C (0.37, 3.44, 4.47)
O (-0.58, 3.70, 3.43)
C (-1.42, 2.62, 3.05)
C (-2.50, 3.02, 2.01)
C (-3.35, 1.87, 1.53)
N (-2.06, 3.67, 0.80)
H (1.05, 2.66, 4.14)
H (-0.08, 3.08, 5.40)
H (0.82, 4.40, 4.72)
H (-0.77, 1.84, 2.66)
H (-1.87, 2.31, 3.99)
H (-3.17, 3.80, 2.38)
H (-3.95, 1.50, 2.36)
H (-2.71, 1.07, 1.15)
H (-4.08, 2.20, 0.80)
H (-1.45, 3.09, 0.24)
H (-1.49, 4.48, 1.00)
C (-1.71, 0.84, 7.72)
O (-0.49, 0.22, 7.44)
C (-0.46, -0.25, 6.09)
C (0.67, -1.20, 5.77)
C (0.67, -1.75, 4.35)
N (0.65, -2.38, 6.60)
H (-1.84, 1.08, 8.78)
H (-2.53, 0.14, 7.61)
H (-1.76, 1.74, 7.10)
H (-1.34, -0.81, 5.78)
H (-0.45, 0.58, 5.39)
H (1.55, -0.58, 5.90)
H (-0.02, -2.59, 4.25)
H (1.69, -2.05, 4.12)
H (0.46, -0.97, 3.61)
H (0.83, -2.00, 7.52)
H (1.52, -2.87, 6.46)
C (-6.81, 0.63, -1.83)
O (-5.88, -0.33, -1.42)
C (-5.50, -1.18, -2.49)
C (-4.56, -2.26, -1.84)
C (-3.25, -1.81, -1.28)
N (-4.27, -3.28, -2.84)
H (-7.81, 0.18, -1.78)
H (-6.67, 1.08, -2.81)
H (-6.89, 1.41, -1.08)
H (-6.36, -1.68, -2.94)
H (-4.92, -0.67, -3.26)
H (-5.18, -2.72, -1.08)
H (-3.32, -1.00, -0.55)
H (-2.58, -1.35, -2.00)
H (-2.68, -2.61, -0.81)
H (-3.93, -2.82, -3.68)
H (-3.51, -3.88, -2.57)
C (-2.74, -1.46, 2.83)
O (-3.11, -2.42, 3.84)
C (-4.52, -2.64, 3.86)
C (-5.00, -3.25, 2.50)
C (-6.52, -3.39, 2.33)
N (-4.42, -4.54, 2.44)
H (-2.65, -2.01, 1.90)
H (-1.75, -1.05, 2.99)
H (-3.50, -0.67, 2.85)
H (-4.78, -3.30, 4.69)
H (-5.09, -1.75, 4.12)
H (-4.64, -2.59, 1.71)
H (-7.06, -3.72, 3.22)
H (-6.72, -4.02, 1.46)
H (-6.90, -2.42, 2.00)
H (-3.58, -4.40, 2.98)
H (-4.93, -5.12, 3.08)
C (3.54, 0.26, 2.85)
O (3.21, 1.54, 2.32)
C (4.14, 2.51, 2.77)
C (3.79, 3.93, 2.14)
C (3.81, 4.02, 0.60)
N (4.80, 4.78, 2.71)
H (3.47, 0.21, 3.94)
H (4.50, -0.11, 2.50)
H (2.78, -0.43, 2.49)
H (4.11, 2.58, 3.86)
H (5.18, 2.29, 2.54)
H (2.86, 4.36, 2.51)
H (2.96, 3.56, 0.09)
H (4.68, 3.57, 0.11)
H (3.81, 5.08, 0.35)
H (4.50, 5.73, 2.59)
H (4.97, 4.57, 3.69)
C (0.03, -0.09, -1.11)
C (0.62, -0.11, 0.34)
O (0.76, 1.20, 0.69)
H (-0.93, 0.44, -1.05)
H (-0.05, -1.12, -1.46)
H (0.73, 0.40, -1.77)
H (1.51, -0.72, 0.21)
H (-0.04, -0.64, 1.03)
H (1.52, 1.16, 1.28)
C (-2.20, 2.58, -3.54)
C (-3.56, 2.07, -3.02)
O (-4.41, 3.16, -2.98)
H (-1.47, 1.77, -3.57)
H (-1.81, 3.25, -2.77)
H (-2.28, 3.12, -4.48)
H (-3.51, 1.73, -1.99)
H (-3.86, 1.29, -3.73)
H (-4.49, 3.51, -2.09)

* M: 894.380 g/mol
* SMILES: COC[C@H](C)N.COC[C@H](C)N.COC[C@H](C)N.COC[C@H](C)N.COC[C@H](C)N.COC[C@H](C)N.COC[C@H](C)N.COC[C@H](C)N.COC[C@H](C)N.CCO.CCO
* HOMO level: -8.99 eV
* frontier orbital gap: 9.5 eV

Results of the Mulliken charge analysis, in e, for atoms 1 through 5: -0.392 0.222 -0.940 1.162 -0.549


Entry Q
Computed, not measured: a cluster of 11 separate species, C40H111N9O11 in total, with the ωB97M-V functional and the def2-TZVPD basis.

CARTESIAN COORDINATES (ANGSTROEM)
C (-2.36, -3.01, -4.44)
O (-1.18, -3.72, -4.77)
C (0.07, -3.05, -4.58)
C (0.28, -2.02, -5.68)
C (1.74, -1.90, -6.13)
N (-0.10, -0.65, -5.31)
H (-3.15, -3.74, -4.62)
H (-2.55, -2.29, -5.23)
H (-2.38, -2.55, -3.45)
H (0.16, -2.71, -3.55)
H (0.83, -3.83, -4.66)
H (-0.40, -2.25, -6.50)
H (1.87, -1.18, -6.93)
H (2.03, -2.92, -6.39)
H (2.38, -1.63, -5.28)
H (0.42, -0.46, -4.47)
H (-1.03, -0.74, -4.92)
C (2.34, 1.10, 2.40)
O (2.27, 2.36, 3.01)
C (3.41, 3.00, 3.54)
C (2.89, 4.18, 4.39)
C (4.07, 4.91, 5.12)
N (2.01, 3.74, 5.40)
H (2.62, 0.41, 3.20)
H (3.15, 1.05, 1.67)
H (1.42, 0.81, 1.89)
H (3.94, 2.26, 4.14)
H (4.04, 3.37, 2.74)
H (2.46, 4.87, 3.67)
H (3.73, 5.74, 5.74)
H (4.61, 5.28, 4.25)
H (4.70, 4.23, 5.70)
H (2.54, 3.30, 6.14)
H (1.41, 3.05, 4.96)
C (8.42, 2.40, -0.50)
O (7.26, 2.02, 0.05)
C (7.35, 1.16, 1.20)
C (5.84, 0.71, 1.47)
C (5.79, 0.11, 2.85)
N (5.32, -0.30, 0.54)
H (8.20, 3.18, -1.24)
H (8.82, 1.48, -0.92)
H (9.17, 2.73, 0.22)
H (8.08, 0.38, 0.99)
H (7.81, 1.67, 2.04)
H (5.21, 1.61, 1.49)
H (5.96, 0.95, 3.52)
H (6.46, -0.73, 3.04)
H (4.73, -0.12, 2.98)
H (4.31, -0.34, 0.54)
H (5.57, -0.03, -0.40)
C (0.62, 5.04, -2.64)
O (0.08, 4.03, -1.76)
C (0.25, 4.18, -0.34)
C (-0.36, 2.89, 0.22)
C (-1.84, 2.63, -0.04)
N (-0.16, 2.93, 1.70)
H (0.06, 4.92, -3.57)
H (1.68, 4.82, -2.67)
H (0.45, 6.05, -2.25)
H (1.33, 4.31, -0.23)
H (-0.45, 4.96, -0.05)
H (0.21, 2.03, -0.10)
H (-2.23, 1.72, 0.40)
H (-2.01, 2.62, -1.12)
H (-2.58, 3.38, 0.24)
H (0.82, 2.91, 1.93)
H (-0.53, 2.15, 2.22)
C (4.05, 3.12, -0.81)
O (3.95, 2.08, -1.78)
C (2.77, 1.33, -1.66)
C (2.32, 0.84, -3.00)
C (1.81, 1.91, -3.95)
N (1.19, -0.05, -2.83)
H (5.07, 3.47, -0.94)
H (3.95, 2.80, 0.23)
H (3.42, 3.99, -1.00)
H (3.00, 0.50, -0.98)
H (1.86, 1.81, -1.31)
H (3.19, 0.40, -3.48)
H (1.11, 2.58, -3.45)
H (1.32, 1.53, -4.85)
H (2.66, 2.51, -4.28)
H (1.21, -0.59, -1.98)
H (0.38, 0.55, -2.79)
C (5.20, -2.39, -5.11)
O (4.55, -3.18, -4.11)
C (4.54, -2.55, -2.84)
C (3.76, -3.48, -1.78)
C (2.37, -3.90, -2.06)
N (3.85, -2.93, -0.47)
H (4.69, -1.43, -5.16)
H (5.11, -2.90, -6.07)
H (6.27, -2.29, -4.94)
H (5.54, -2.25, -2.54)
H (3.97, -1.62, -2.86)
H (4.35, -4.39, -1.78)
H (2.39, -4.22, -3.10)
H (1.66, -3.07, -2.11)
H (2.07, -4.80, -1.52)
H (3.97, -3.70, 0.18)
H (4.70, -2.40, -0.39)
C (-5.67, -3.08, -2.24)
O (-4.90, -1.86, -2.49)
C (-5.62, -0.70, -2.07)
C (-4.89, 0.60, -2.58)
C (-3.38, 0.61, -2.30)
N (-5.55, 1.72, -1.93)
H (-5.99, -3.22, -1.20)
H (-5.07, -3.96, -2.45)
H (-6.49, -3.14, -2.94)
H (-6.64, -0.66, -2.45)
H (-5.63, -0.57, -0.99)
H (-4.98, 0.62, -3.67)
H (-3.15, 1.64, -2.54)
H (-2.82, -0.13, -2.87)
H (-3.16, 0.40, -1.25)
H (-5.43, 1.66, -0.93)
H (-5.03, 2.57, -2.11)
C (-6.45, -4.74, 3.22)
O (-5.99, -3.41, 3.03)
C (-4.71, -3.21, 3.55)
C (-4.77, -2.16, 4.70)
C (-3.47, -1.75, 5.25)
N (-5.57, -2.54, 5.89)
H (-5.97, -5.39, 2.49)
H (-7.50, -4.98, 3.02)
H (-6.25, -5.09, 4.23)
H (-4.20, -4.12, 3.88)
H (-4.04, -2.81, 2.79)
H (-5.15, -1.23, 4.29)
H (-3.44, -1.03, 6.06)
H (-2.91, -1.20, 4.49)
H (-2.80, -2.59, 5.40)
H (-4.95, -3.16, 6.38)
H (-6.41, -3.04, 5.64)
C (-4.53, 0.39, 1.45)
O (-4.89, 1.62, 0.79)
C (-5.08, 2.82, 1.58)
C (-5.92, 3.98, 1.00)
C (-5.70, 5.13, 1.98)
N (-7.33, 3.64, 0.74)
H (-4.30, -0.48, 0.85)
H (-5.42, 0.11, 2.01)
H (-3.72, 0.54, 2.16)
H (-5.56, 2.45, 2.49)
H (-4.08, 3.21, 1.78)
H (-5.55, 4.33, 0.04)
H (-6.26, 4.95, 2.90)
H (-6.10, 6.05, 1.55)
H (-4.66, 5.15, 2.29)
H (-7.45, 2.63, 0.79)
H (-7.62, 3.86, -0.20)
C (-0.91, -1.44, 0.81)
C (0.13, -2.31, 0.10)
O (1.34, -1.62, 0.27)
H (-0.49, -1.33, 1.81)
H (-1.90, -1.88, 0.97)
H (-0.97, -0.46, 0.35)
H (-0.13, -2.41, -0.96)
H (0.11, -3.34, 0.47)
H (2.13, -2.16, 0.17)
C (0.23, -5.02, 3.15)
C (-1.19, -4.49, 3.14)
O (-1.92, -5.06, 4.16)
H (0.24, -6.10, 2.97)
H (0.77, -4.84, 4.08)
H (0.71, -4.55, 2.30)
H (-1.72, -4.74, 2.22)
H (-1.26, -3.41, 3.27)
H (-2.14, -5.97, 3.92)

* M: 894.380 g/mol
* SMILES: COC[C@H](C)N.COC[C@H](C)N.COC[C@H](C)N.COC[C@H](C)N.COC[C@H](C)N.COC[C@H](C)N.COC[C@H](C)N.COC[C@H](C)N.COC[C@H](C)N.CCO.CCO
* HOMO level: -8.47 eV
* frontier orbital gap: 8.8 eV

Results of the Mulliken charge analysis, in e, for atoms 1 through 5: -0.627 -0.566 0.860 0.212 -1.298


Question: which arrangement is favored energetically? Ranking from most to least stable: entry P, entry Q.